60
Properties=species:S:1:pos:R:3:forces:R:3 method="wB97M-V/def2-TZVPD" spin_multiplicity=1 relative_energy_kj_mol=48.49 lumo_ev=-2.632 orbital_gap_ev=9.14 total_charge=+1
C -0.552447 3.292646 -0.202246 -2.0 1.4 -0.4
C -0.420218 1.841466 0.119046 3.4 -1.1 -1.1
C 0.434049 1.609857 1.394634 0.1 -0.6 0.0
C 1.425623 0.393574 1.450919 0.0 -0.6 1.0
C 1.475472 -3.046299 -0.311817 -1.1 -2.4 0.3
C 1.836989 -1.960756 0.627867 -0.7 1.1 -0.9
C 1.215203 -0.785130 0.498924 0.1 0.6 0.9
N -1.724999 1.071874 0.181337 0.4 3.5 -0.3
H 0.334890 3.933560 -0.305841 0.2 -1.0 0.5
H -1.216893 3.779094 0.528447 0.2 0.0 0.0
H -1.019599 3.407469 -1.190573 -0.2 0.0 0.4
H 0.170003 1.396416 -0.742462 -1.0 0.2 0.9
H 1.115617 2.438429 1.609287 -0.6 0.3 -0.3
H -0.314181 1.595391 2.186900 0.2 -0.2 0.5
H 1.517929 0.038911 2.521141 -0.8 0.0 -0.9
H 2.455706 0.748923 1.383464 -0.1 0.4 -0.8
H 1.009474 -3.876201 0.272578 0.8 0.1 0.1
H 0.606944 -2.937676 -0.990197 0.8 1.1 0.0
H 2.297386 -3.502164 -0.862104 0.1 0.1 0.0
H 2.612544 -2.120360 1.380498 -0.4 -0.1 -0.2
H 0.520879 -0.659560 -0.355037 0.4 -0.1 0.5
H -2.386358 1.435258 -0.526154 0.7 -1.3 -0.9
H -1.587387 0.076829 0.240088 -0.6 -0.4 -0.1
H -2.291435 1.450872 0.938884 0.4 -0.4 1.1
H -1.795674 -2.267942 -3.102877 -0.1 -0.4 0.4
H -1.528663 -2.011330 -1.512643 -0.2 -0.4 -0.5
O -1.340842 -1.742355 -2.438547 0.3 0.6 0.0
H 1.970175 -2.456848 4.018514 0.0 -0.2 0.2
H 1.367656 -3.902456 4.022170 0.3 0.1 0.2
O 1.400432 -3.069572 3.542368 -0.5 0.1 -0.3
H 1.061931 -0.525143 -4.256793 0.2 0.0 0.0
H 0.328205 -1.085018 -3.046394 0.2 0.3 0.1
O 1.084112 -0.513263 -3.292494 -0.6 -0.2 -0.2
H 0.348356 1.896330 -3.156963 -0.3 -0.2 0.5
H 0.912149 3.177477 -3.505671 0.0 0.6 0.4
O 0.427099 2.783597 -2.762812 0.3 -0.7 -1.5
H 2.754370 -0.795470 -2.347687 0.1 0.4 -0.1
H 3.618822 -0.716770 -1.093751 0.1 0.2 -0.1
O 3.523052 -0.329853 -1.975025 0.1 -0.6 0.1
H 1.731718 2.173775 -1.604196 0.6 0.3 0.1
H 3.078195 1.418057 -1.628141 -0.2 -0.1 0.3
O 2.572077 2.079381 -1.118583 -0.2 0.2 0.0
H -4.331881 3.043453 1.806340 -0.1 -0.1 0.0
H -3.814932 1.617529 2.139315 -0.4 0.2 0.2
O -3.535570 2.524184 1.953065 0.3 -0.4 -0.1
H -2.473633 -1.312989 1.941528 -0.2 -0.3 -0.2
H -3.493779 -1.441344 0.744699 0.2 -0.2 0.3
O -3.032605 -0.820304 1.320353 -0.4 0.5 0.3
H -2.797464 -0.552079 -2.343384 0.3 0.7 0.0
H -4.170468 -0.137979 -1.933354 -0.2 0.5 -0.1
O -3.313895 0.255983 -2.146099 -0.2 -0.8 0.2
H 4.464519 3.883075 1.053968 0.1 0.2 0.7
H 3.204244 3.486218 0.506059 -0.6 -0.2 0.3
O 3.548495 3.801786 1.361364 0.4 -0.3 -1.1
H -1.822359 -3.684888 -0.540281 -0.5 0.1 0.0
H -1.728915 -3.029988 0.792456 -0.2 0.5 0.1
O -2.162184 -2.898028 -0.078979 0.9 -1.0 -0.2
H -1.816774 -3.037726 3.353374 -0.2 0.0 -0.3
H -0.414507 -2.718962 2.903235 0.3 0.2 -0.3
O -1.336644 -2.712972 2.578262 0.1 -0.2 0.6

=====

61
Properties=species:S:1:pos:R:3:forces:R:3 method="wB97M-V/def2-TZVPD" spin_multiplicity=2 relative_energy_kj_mol=0.00 lumo_ev="-7.507 / -10.570" s2=0.777 orbital_gap_ev="9.01 / 5.95" total_charge=+2
C -0.215328 2.210786 0.925697 -0.6 1.2 1.2
C -0.934900 1.023004 0.258150 -0.2 1.1 0.8
C -0.683136 0.963092 -1.212109 0.0 -2.5 0.2
C -1.043435 1.970299 -2.046258 -0.6 1.4 -1.4
C 0.191829 -2.061482 -3.445750 0.8 0.8 0.1
C -0.395049 -0.791383 -2.934211 0.6 -1.0 -1.5
C -0.120142 -0.286413 -1.708603 0.1 2.1 1.2
N 1.153180 1.831468 1.421307 -0.7 -1.2 0.1
H -0.814029 2.561198 1.827576 0.8 -0.6 -1.1
H -0.140950 3.104839 0.270945 0.2 -0.7 0.3
H -2.027782 1.164918 0.444150 0.6 0.0 -0.4
H -0.684351 0.106399 0.790061 0.2 -0.2 -0.2
H -0.886845 1.979854 -3.134007 0.1 -0.4 0.5
H -1.522399 2.889609 -1.707182 0.2 -0.2 0.3
H 0.162196 -2.870352 -2.728713 0.1 -0.2 0.4
H -0.221415 -2.393878 -4.370983 -0.6 -0.1 -0.6
H 1.278845 -1.868406 -3.688372 -0.7 0.0 0.4
H -1.017705 -0.224796 -3.621184 -0.1 0.0 0.1
H 0.575056 -0.751612 -1.018934 -0.3 -0.6 0.0
H 1.675739 1.171257 0.764761 -0.5 0.7 1.2
H 1.760510 2.637092 1.475641 0.1 0.6 0.0
H 1.012443 1.334605 2.394348 0.6 -0.1 -1.1
H 3.427624 -1.655265 -1.875731 0.1 -0.1 -0.1
H 2.285575 -2.423122 -1.131564 0.2 -0.3 0.0
O 3.148385 -2.012509 -1.006292 -0.3 0.3 0.1
H -2.895294 -3.177001 1.948231 -0.1 0.0 0.2
H -2.141844 -1.802548 2.200025 -0.2 -0.3 0.3
O -2.339396 -2.509774 1.534379 0.1 0.3 -0.1
H 2.566194 -2.420895 2.018326 -0.2 -0.2 -0.1
H 1.092590 -2.468366 1.421722 0.3 -0.6 0.2
O 1.770390 -1.907723 1.847457 0.1 0.6 -0.1
H -3.590093 1.588247 2.075783 -0.1 0.2 0.2
H -3.398581 2.226158 3.470498 -0.1 0.1 0.3
O -2.916964 1.772646 2.777263 0.1 -0.3 -0.5
H -3.359190 -1.353790 -1.200124 -0.3 -0.2 0.2
H -3.257715 -1.819748 0.298144 -0.4 0.2 -0.5
O -3.836205 -1.357421 -0.360064 0.4 0.3 0.1
H 2.630896 4.494895 -0.467462 0.0 -0.2 -0.1
H 2.417824 3.034384 -1.019993 0.3 0.5 -0.3
O 2.186256 3.654592 -0.310171 -0.3 0.2 0.4
H -2.098177 -0.777807 4.269961 0.0 0.0 0.0
H -2.279819 0.266411 3.094626 0.2 -0.5 0.6
O -1.821861 -0.596268 3.363828 -0.5 0.6 -0.5
H -0.122091 -0.167288 3.434567 0.2 -0.3 0.2
H 1.281811 -0.672399 2.936674 -0.1 -0.3 0.0
O 0.829222 0.046787 3.416383 0.0 0.9 -0.1
H 4.168937 -0.475652 -4.023092 0.1 -0.1 0.2
H 3.476864 0.411441 -2.943344 0.4 -0.6 -0.3
O 3.797881 -0.504076 -3.130838 -0.4 0.5 -0.3
H -0.079122 -4.468292 0.857294 -0.1 0.1 0.0
H -0.912871 -3.111851 0.850063 0.6 -0.8 0.1
O -0.029480 -3.527857 0.648775 -0.4 0.6 -0.4
H 1.751298 1.570889 -2.432883 -0.4 0.0 -0.4
H 2.789503 1.197982 -1.352301 0.3 0.3 -0.3
O 2.654660 1.748082 -2.179682 0.1 -0.4 0.6
H -4.499311 0.321693 0.433029 -0.3 -0.2 -0.4
H -5.285237 1.706195 0.359131 -0.2 -0.2 -0.2
O -4.711320 1.150277 0.887308 0.6 0.1 0.4
H 3.051652 -0.569670 -0.171603 0.1 0.4 0.2
H 4.027396 0.482190 0.408659 0.0 0.3 0.1
O 3.117283 0.406357 0.096687 0.0 -1.0 -0.4

=====

17
Properties=species:S:1:pos:R:3:forces:R:3 method="wB97M-V/def2-TZVPD" spin_multiplicity=3 lumo_ev="-1.118 / -2.930" s2=2.012 orbital_gap_ev="6.60 / 6.51"
C -1.613799 0.535513 -2.346402 0.8 1.4 -1.3
C -1.635365 -0.005328 0.093019 -1.3 1.2 -2.5
C -1.290365 1.315173 0.645180 2.8 -0.5 0.5
C -1.826320 -0.246523 -1.230675 0.4 -3.8 1.7
C -0.010084 1.565411 0.992227 -1.9 -3.2 -0.5
C 0.818480 -0.701202 0.677141 -2.1 0.0 0.3
C 1.774070 -1.726880 0.410087 3.9 -1.6 -1.8
N -1.283624 1.058660 -3.317130 -0.3 0.1 0.0
N 0.916431 0.489962 0.833789 -0.8 2.1 0.0
F 2.691153 -1.466474 -0.646242 -1.6 0.1 1.4
F 2.540403 -1.963322 1.481481 -0.2 0.1 0.2
F 1.199287 -2.866812 0.066069 -0.6 -0.3 -0.1
I 3.000565 1.627989 0.916864 2.7 1.1 0.1
H -1.872186 -0.842133 0.681405 0.1 -0.8 1.2
H -1.871832 2.153158 0.841519 -1.9 1.0 -0.2
H -1.882073 -1.372478 -1.541856 -0.4 2.1 0.7
H 0.345259 2.445288 1.443524 0.5 0.8 0.3

=====

15
Properties=species:S:1:pos:R:3:forces:R:3 method="wB97M-V/def2-TZVPD" spin_multiplicity=1 relative_energy_kj_mol=301.21 lumo_ev=-1.104 smiles="N#CC(C#N)=Cc1cc[nH]n1" orbital_gap_ev=8.26
N 1.751349 2.623421 0.448744 -0.4 3.9 1.0
C 1.826668 1.542073 0.168962 0.8 -3.9 -1.2
C 2.030784 0.144283 -0.085576 -3.4 -1.2 -0.2
C 3.338571 -0.381543 -0.191975 0.5 -0.4 0.2
N 4.351169 -0.921436 -0.271434 0.0 0.2 0.0
C 0.914593 -0.745083 -0.141991 2.4 8.8 -0.1
C -0.419561 -0.241288 -0.132385 -2.6 -2.1 0.5
C -1.550426 -1.023655 0.449731 3.6 5.4 -5.2
C -2.616643 -0.326924 0.230559 -0.8 3.3 -2.2
N -2.210266 0.769304 -0.539091 3.8 -6.6 4.4
N -0.921574 0.837335 -0.731723 1.5 -1.0 0.0
H 1.270387 -1.632791 -0.024190 0.8 -6.1 0.3
H -1.500905 -1.644924 1.129233 0.8 -6.7 6.1
H -3.576101 -0.395091 0.613104 -1.7 -0.2 0.3
H -2.688040 1.396322 -0.921971 -5.3 6.5 -3.8

=====

18
Properties=species:S:1:pos:R:3:forces:R:3 method="wB97M-V/def2-TZVPD" spin_multiplicity=1 lumo_ev=-4.595 orbital_gap_ev=4.96 total_charge=+1
O 1.267405 -0.204690 -3.713492 -1.2 0.4 4.7
C 0.929833 -0.115278 -2.602631 1.9 -0.4 -4.9
Sr -0.978515 0.025246 -0.081985 1.6 -0.1 0.6
O -1.810018 0.021313 -3.793198 1.4 0.0 5.5
C -1.519992 0.021880 -2.660577 -2.6 0.0 -6.4
C 1.981175 -0.075250 0.233416 -1.1 0.0 -1.4
O 2.390345 -0.057994 1.351494 0.5 0.0 0.3
C 0.652587 2.032842 -0.533178 0.6 2.5 -0.5
O 1.253507 2.979221 -0.775131 -0.8 -2.2 0.5
C 0.496558 -2.105097 -0.475467 0.6 -2.9 -0.5
O 1.045286 -3.090663 -0.706855 -0.9 2.6 0.6
H 2.660865 -0.127940 -0.721993 0.3 0.0 1.1
C -4.246929 0.226081 3.792146 -1.0 0.2 0.7
C -3.258810 0.170539 2.758153 1.7 -0.1 -1.6
N -2.439960 0.122738 1.933746 -1.8 0.1 1.6
H -5.182000 0.683045 3.414100 0.5 -0.2 0.1
H -3.882683 0.847857 4.628731 -0.1 -0.4 -0.3
H -4.501014 -0.788424 4.135906 0.3 0.3 0.0

=====

95
Properties=species:S:1:pos:R:3:forces:R:3 method="wB97M-V/def2-TZVPD" spin_multiplicity=1 lumo_ev=1.275 orbital_gap_ev=6.89 total_charge=-1
C 1.186629 2.500216 0.482599 -0.3 -0.1 -0.6
C 0.592015 1.473235 0.285994 -0.7 -0.8 0.3
N -0.065396 0.271376 0.241961 -0.3 1.0 0.4
C -0.143375 -0.409654 1.549609 0.6 -0.8 -0.4
C -1.428537 -1.224844 1.791937 0.4 0.7 0.8
C -2.708997 -0.455883 2.134204 -0.9 -0.1 -1.6
C -3.406031 0.264686 0.907739 0.0 0.0 1.1
I -2.414226 0.854138 3.837242 0.0 -0.1 -0.3
C 1.016578 -1.456552 1.575874 -0.1 0.2 -0.6
O 1.350878 -1.906813 0.463284 0.1 -0.6 -0.1
O 1.500259 -1.784232 2.678663 0.3 -0.2 0.7
H 1.586649 3.476592 0.554683 0.2 0.1 0.1
H -0.955304 0.332036 -0.229834 0.0 0.0 -0.2
H 0.012931 0.327002 2.338041 -0.1 -0.1 0.1
H -1.623296 -1.924367 0.974923 -0.1 0.2 -0.2
H -1.199996 -1.845900 2.661915 0.1 0.0 0.0
H -3.437469 -1.188389 2.472916 0.1 0.1 0.5
H -3.257877 1.353082 0.929963 0.2 -0.5 -0.3
H -4.489180 0.061483 0.895661 0.4 0.1 0.3
H -3.026418 -0.186385 -0.010462 0.2 0.2 -0.1
O -0.376239 0.785040 -2.606887 -0.1 0.2 0.0
H 0.341078 0.340812 -2.135322 -0.1 -0.2 0.0
H -0.366143 0.411766 -3.493084 0.0 -0.2 0.0
O 4.028598 1.009851 -0.297492 0.1 0.0 -0.2
H 4.307066 1.008774 0.628405 -0.2 -0.2 0.1
H 3.092158 0.764287 -0.248764 0.0 0.0 0.1
O 3.809498 3.610718 1.210989 0.3 0.2 0.2
H 4.488541 3.144107 1.708054 0.0 0.0 0.1
H 3.851624 3.212941 0.330116 -0.1 -0.1 0.0
O 0.148588 -2.729342 -2.086438 -0.2 -0.1 0.0
H 0.393039 -2.789295 -1.150143 0.3 0.4 -0.2
H -0.782271 -2.985983 -2.111689 0.0 -0.1 -0.1
O 4.197962 2.689264 -2.564615 0.4 -0.3 0.0
H 4.021085 2.159161 -3.350606 -0.4 0.2 0.0
H 4.123498 2.057826 -1.827949 -0.1 0.1 0.1
O -2.652253 -3.635733 -2.766595 -0.1 0.0 0.0
H -2.648202 -3.492642 -3.723381 -0.1 0.0 -0.1
H -2.823562 -4.575696 -2.661994 0.1 0.0 0.1
O -2.181933 2.974325 -0.262565 0.0 0.1 -0.2
H -2.826371 3.245888 -0.922997 0.0 0.0 0.0
H -1.536909 2.455738 -0.762360 0.1 0.1 0.0
O 0.733343 -5.029882 0.333676 -0.1 0.0 0.1
H 1.509808 -5.341325 0.812528 0.0 0.0 0.0
H 0.774981 -4.071824 0.471705 0.2 0.1 -0.2
O 3.706217 0.178932 2.475125 0.4 0.1 -0.1
H 3.437491 -0.725010 2.259993 -0.2 0.0 0.1
H 3.317803 0.328304 3.342013 -0.2 0.0 -0.1
O 6.432775 0.354205 -3.493034 -0.1 0.0 0.1
H 5.887142 0.904335 -2.914260 -0.1 0.1 -0.1
H 7.019705 0.984259 -3.921182 0.0 0.0 0.0
O -6.614906 -1.107598 1.355035 -0.3 0.0 0.0
H -6.855424 -2.002463 1.097006 0.1 0.0 -0.1
H -6.970468 -1.021931 2.248321 0.3 0.0 0.2
O -7.226079 -1.232040 4.403071 -0.4 0.1 -0.1
H -6.927756 -1.281014 5.317560 0.3 0.0 -0.1
H -8.144586 -1.519791 4.438357 0.0 0.0 0.0
O 2.698012 6.024200 -0.200108 -0.2 0.1 0.1
H 3.381319 5.554817 0.298674 0.0 -0.1 -0.1
H 2.743971 5.631616 -1.077561 0.1 -0.1 0.0
O 4.361673 -3.435271 2.372058 0.0 0.1 0.0
H 4.303959 -3.813645 3.254154 0.0 0.0 0.0
H 3.528625 -2.951066 2.272180 -0.1 0.0 -0.1
O -0.229681 0.099227 -5.848266 0.0 -0.1 -0.1
H -0.875705 0.397720 -6.496132 0.0 0.1 0.0
H 0.382895 -0.447117 -6.352179 0.0 -0.1 0.1
O -3.844529 -1.897404 5.464611 -0.2 0.0 0.3
H -3.033038 -2.198922 5.884946 0.0 0.0 -0.1
H -3.820504 -0.937603 5.575089 0.1 -0.1 -0.2
O -2.945825 -3.313363 -5.707257 0.1 0.1 0.2
H -3.766202 -3.387022 -6.204020 0.0 -0.1 0.0
H -2.599108 -2.449055 -5.952698 0.1 0.0 0.0
O -3.892983 4.038933 5.010430 0.1 0.1 0.1
H -3.878123 4.282786 4.079784 0.0 0.0 0.0
H -3.399106 3.211486 5.036746 -0.1 0.0 -0.1
O 1.338835 3.038168 3.653914 0.1 0.1 0.3
H 0.670550 3.704980 3.469693 -0.1 -0.1 -0.1
H 2.111557 3.333772 3.158713 0.0 -0.1 -0.2
O 7.045272 -0.683583 -0.465574 0.0 0.1 0.0
H 6.878722 -0.478801 -1.392578 0.0 0.0 -0.1
H 6.172516 -0.652192 -0.058856 0.0 -0.1 0.0
O -2.216726 -3.503504 -8.469880 0.1 0.0 -0.2
H -1.557765 -3.972791 -7.947274 -0.1 0.0 0.1
H -2.110860 -3.846406 -9.362510 0.0 0.0 0.0
O 2.318929 1.395790 -4.784491 0.1 -0.1 -0.2
H 2.807635 0.779589 -5.339011 0.0 0.0 0.1
H 1.390616 1.199468 -4.965072 0.0 0.1 0.1
O 1.261031 -4.779212 3.248921 0.1 0.0 0.0
H 0.419273 -4.896394 2.796957 0.0 0.0 -0.1
H 1.575614 -3.923200 2.912238 -0.2 0.2 0.2
O 5.391706 5.429310 -0.705377 0.4 0.1 0.0
H 6.153818 5.079653 -0.233220 0.0 -0.1 0.0
H 5.462736 6.383104 -0.594469 -0.1 0.0 0.0
O -7.801029 1.813836 2.814377 -0.2 -0.1 0.0
H -7.933644 1.296684 2.012527 0.1 0.0 -0.1
H -7.835829 1.160463 3.521473 0.2 0.0 0.1